No. 1
Here is a structure of composition C36H38KN11O2 at a distorted geometry from OMol25. Energies are from ωB97M-V with the def2-TZVPD basis set.

Each line ends with the Löwdin charge.
Cartesian coordinates (Å):
H -4.4809 2.4641 1.9626  0.1183
N -2.4155 2.2896 1.4554  -0.1436
C -0.6394 -1.2432 4.3481  -0.0582
C -3.6101 1.7965 2.1026  -0.2381
H 4.1800 0.7818 -3.9347  0.1219
H -0.6595 -2.3100 4.4608  0.1315
K -0.4284 0.6628 0.8882  0.6584
H -2.7174 3.2543 -1.3131  0.1005
H -4.2179 0.5213 0.4905  0.1111
H 5.4689 -3.0462 4.2422  0.0721
N -1.8877 -0.9545 -1.4710  0.0981
N 0.3256 -1.8413 1.0936  -0.0121
C 2.4610 0.4681 -1.0364  -0.0978
C 2.3171 1.7415 -3.4379  -0.1326
N -2.8517 -0.4884 1.6590  -0.0211
C 0.1298 -4.2459 0.9633  -0.0308
C 2.5845 -2.6067 1.4883  -0.0398
C 4.9684 -2.0898 4.3815  -0.0664
H -2.3627 -0.3992 5.4385  0.0945
C 1.4175 -1.9123 1.8867  -0.3038
H -2.4903 2.1331 0.4583  0.0601
H -3.2105 4.2752 -3.5288  0.1097
C -2.2453 3.8356 -3.3321  -0.0233
C -3.9742 0.4189 1.5524  -0.2660
H 2.5682 -3.1095 0.5305  0.1159
O 0.2823 4.8296 -6.3289  0.0743
C 3.4795 0.2475 -1.9754  -0.0233
C -0.5867 3.8058 2.0914  -0.2771
H 4.2948 -0.4214 -1.7456  0.1109
C 3.4177 0.9024 -3.1774  0.0056
N 0.1812 0.6983 3.6893  0.0593
H -3.4118 1.7262 3.1770  0.1068
H -2.1610 -6.7358 -1.7709  0.0764
H -0.0590 -6.3475 0.7480  0.1071
H 0.8077 -1.8829 -2.9583  0.1298
N -0.8361 2.6574 -1.8136  0.1222
C -1.8829 -0.1265 -2.4976  -0.1685
N -0.7954 -1.6987 -1.5939  -0.1099
H 0.5354 -4.3200 1.9639  0.1128
C 1.4858 -1.2472 3.1280  -0.1578
N 0.2404 3.3679 0.9828  -0.0384
C 1.0860 3.2106 -4.9244  -0.0874
C -0.9438 -4.0626 -1.5511  0.0090
H -2.9905 -1.2935 1.0621  0.0662
C 3.7552 -1.9991 3.5051  -0.2950
H -2.6617 4.0319 2.5787  0.1185
H 4.5708 -3.2079 1.9318  0.1085
N 1.4176 1.2337 -1.2573  0.1078
H -0.4080 4.8577 2.3819  0.1127
C -0.2147 -5.3850 0.2818  -0.0535
H -4.8828 0.0673 2.0766  0.1130
H -1.2475 1.9302 4.5771  0.0969
H 2.9932 2.4095 -5.3738  0.1320
C -1.9705 3.2510 -2.0974  -0.1395
C -0.7440 -5.3215 -1.0056  -0.2974
C -1.2535 3.8481 -4.2858  0.0149
H 0.0043 3.8863 0.1440  0.0556
C -2.0659 3.6695 1.7351  -0.2197
H -0.3573 3.1583 2.9370  0.0789
H 4.6907 -1.9949 5.4293  0.0720
H -0.4970 0.1647 -4.2150  0.0953
C -1.0865 -6.5506 -1.7891  -0.0671
H -0.5827 -7.4219 -1.3800  0.0699
H 2.5078 -0.0147 -0.0688  0.1076
H -1.3592 -3.9646 -2.5461  0.1255
H -2.6906 0.5658 -2.6381  0.0960
H -2.7440 -0.8190 2.6119  0.0560
H 5.6829 -1.2991 4.1455  0.0762
C -0.0924 -1.3668 -2.6912  -0.0672
C -0.9185 0.9279 4.3868  -0.1792
C 1.3143 1.8488 -2.4384  -0.1599
H -2.2689 4.3237 0.8745  0.1105
C 3.7095 -2.6489 2.2719  -0.0536
O 1.9131 3.5872 -6.9982  0.0767
H -1.4323 4.3094 -5.2436  0.1067
C -0.0112 3.2575 -4.0005  -0.0613
C -0.6034 -2.9037 -0.8743  -0.1502
N 1.0839 3.9208 -6.1624  -0.3354
H -0.7870 -6.4291 -2.8283  0.0726
N 0.3387 -0.6176 3.6712  -0.1210
C -0.0248 -2.9505 0.4104  -0.2699
C 0.1279 2.6172 -2.7372  -0.1610
C -0.7662 -0.3400 -3.3103  -0.0726
H 1.2166 3.5458 1.1835  0.0797
C -1.4829 -0.2690 4.8349  -0.0785
C 2.1975 2.4563 -4.6449  0.0811
C 2.6317 -1.2888 3.9041  0.0179
H 2.6248 -0.7811 4.8594  0.1231

Calculated values
HOMO energy = -5.976 eV
LUMO energy = -1.38 eV
relative energy (zero: lowest compared OMol25 entry of this formula, charge and spin) = 0.000 eV
orbital gap = 4.59 eV


No. 2
Here is a structure of composition C36H38N8P2S7W at a distorted geometry from OMol25. Energies are from ωB97M-V with the def2-TZVPD basis set.

Each line ends with the Löwdin charge.
Cartesian coordinates (Å):
H -3.2757 3.3955 -2.3737  0.1494
C 3.0719 -2.4466 -3.9065  -0.2977
C -4.2019 1.7320 -3.2663  -0.2563
S 1.5919 1.5149 3.3308  0.7088
H 1.4081 1.7553 -4.9986  0.1259
C -2.4774 -4.0763 1.3431  -0.0478
H 0.9820 5.0682 -0.5648  0.0972
H -2.0826 1.7700 2.9175  0.0509
N -1.5470 2.7026 -0.9814  0.0227
C 2.0577 -3.8509 0.6573  0.0039
H -6.2531 1.8394 -3.9117  0.0851
H -5.6251 3.3653 -3.2917  0.0819
H -3.5298 -1.1457 -4.7168  0.0406
C 2.9521 1.8821 5.7158  -0.9771
C -3.8161 -0.3067 -0.6877  -0.1935
H -0.7576 4.7697 -0.3977  0.0722
H 4.9819 3.3577 1.0197  0.1284
H 4.5377 -1.3567 4.8491  0.0421
H -4.1944 0.6659 -3.0762  0.0513
H -0.4311 0.1540 4.2654  -0.0045
H 2.9143 -1.0612 5.5060  0.0522
C 3.6820 -0.6826 4.8345  -0.3800
C 1.5232 3.6873 6.9657  -1.4782
H -4.0957 -1.5010 -3.0783  0.0193
C -0.7331 -0.7253 3.7038  -0.2694
H -2.3603 -2.8481 3.0886  0.1053
C 2.6770 -4.1378 -0.5390  0.0486
C 1.7864 2.5293 0.3152  -0.2752
H -4.2019 -1.2081 -1.1566  0.0519
N 1.2141 -1.7956 -0.2234  -0.0429
H 0.2717 4.8871 1.0389  0.1091
C 2.5638 -3.2290 -1.5908  -0.0627
P -2.0709 -0.0252 -1.1850  0.5765
H 2.7570 4.4055 0.6229  0.1241
C -3.2612 -1.5961 -3.7642  -0.3995
H -2.9518 1.3345 1.4430  0.0233
C -2.3351 1.8445 -1.5656  -0.4524
C 3.0792 0.6269 0.4877  -0.1259
C 2.8787 3.3329 0.5866  0.0071
C -2.5097 0.9378 2.3546  -0.2219
C -5.6125 2.2834 -3.1499  -0.0662
S 1.0023 4.7678 8.0368  0.6966
H 0.0771 -1.4534 3.7318  0.0439
H 2.1218 -4.5241 1.5005  0.1254
H 3.2982 -0.5723 3.8267  -0.0179
C 4.1133 2.7488 0.8086  -0.0136
W 0.0804 0.0907 -0.1590  1.1177
H 3.1270 -0.4514 0.4579  0.1082
S 4.3863 -4.2060 -4.7604  1.0901
C 1.8340 -2.0605 -1.3975  -0.1323
C -1.8033 -1.7650 1.3049  -0.4497
N -3.3056 2.3855 -2.3150  0.0231
N 3.9093 -4.4725 -3.2468  -0.1964
S 4.3393 0.8768 5.4646  0.8834
H 3.2517 -5.0445 -0.6813  0.1352
H -4.4391 0.5493 -0.9301  0.0479
N 3.7099 -2.7696 -5.0202  -0.1947
C -2.2265 -2.8851 2.0151  -0.0634
C 3.1868 -3.4220 -2.8918  -0.3012
H -1.6187 -1.1482 4.1779  0.0517
H -6.0419 2.0654 -2.1706  0.0768
H -3.2792 0.4600 2.9627  0.0639
H 5.1529 0.8630 0.9169  0.1236
H 0.8248 -2.4224 1.6954  0.1008
H 0.3525 1.9046 -2.7702  0.1101
C 0.4602 3.0680 -0.0163  -0.2525
S 3.0146 2.7988 7.1568  0.9680
H -1.6761 -3.1133 -1.8032  0.0758
C 1.5150 0.9359 -4.3018  -0.0055
N -0.4146 2.1738 -0.3638  -0.1333
H -2.4333 -5.0854 -0.5483  0.1160
C -1.6177 -1.8237 -0.0860  -0.4006
C 2.2146 -0.2002 -4.6359  0.0435
H -3.8473 -0.4801 0.3860  0.0456
H -3.8173 1.8836 -4.2776  0.1260
C 4.2123 1.3688 0.7504  -0.0276
N 1.0065 0.0581 -2.1361  -0.0672
C 0.9265 1.0297 -3.0462  -0.1287
P -1.1567 -0.2346 1.9943  0.7779
N 1.8779 1.1873 0.2651  -0.0833
C 1.7231 -1.0465 -2.4456  -0.1476
C 0.2189 4.5354 0.0044  0.0040
S 0.6775 3.2339 5.5137  0.9078
C 1.3332 -2.6729 0.7753  -0.0916
C 2.3307 -1.2137 -3.6844  -0.0655
H -2.8263 -4.9433 1.8892  0.1166
H 2.6752 -0.3254 -5.6076  0.1345
C 1.8408 2.1066 4.8646  -1.1132
C -2.2652 -4.1517 -0.0260  -0.0487
C -1.8355 -3.0334 -0.7340  -0.1138
H -3.0386 -2.6505 -3.9079  0.0373
S -1.7585 -0.7687 -3.1562  0.6710

Calculated values
net charge = +2
expectation value of S² = 2.05
HOMO energy (spin up / spin down) = -11.915 / -11.984 eV
spin multiplicity = 3
LUMO energy (spin up / spin down) = -5.75 / -6.46 eV
orbital gap (spin up / spin down) = 6.17 / 5.53 eV


| no. | total energy (Ha) |
| --- | --- |
| 1 | -2747.3122 |
| 2 | -5369.3589 |